# 1
{
  "formula": "C3H10NO",
  "method": "wB97M-V/def2-TZVPD",
  "species": ["C", "N", "H", "H", "H", "H", "H", "H", "O", "C", "C", "H", "H", "H", "H"],
  "coordinates": [[-1.708, -1.026, 0.965], [-0.273, -1.585, 0.811], [-1.728, -0.140, 1.664], [-1.866, -0.651, -0.110], [-2.379, -1.913, 1.070], [0.147, -2.240, 1.573], [0.278, -0.662, 0.877], [-0.118, -2.051, -0.133], [-0.256, 0.424, -1.224], [0.318, 1.182, -0.471], [1.900, 1.381, -0.418], [-0.262, 1.888, 0.153], [2.268, 1.217, -1.472], [2.483, 0.565, 0.123], [2.075, 2.468, -0.085]],
  "de_lowest_kcal_mol": 40.2,
  "largest_force_ha_per_bohr": 0.0473,
  "total_energy_ev": -6802.56559,
  "orbital_gap_ev": 10.322,
  "total_charge": 1
}

# 2
{
  "formula": "C3H10NO",
  "method": "wB97M-V/def2-TZVPD",
  "species": ["C", "O", "C", "H", "H", "H", "H", "H", "H", "C", "N", "H", "H", "H", "H"],
  "coordinates": [[0.567, -1.236, -1.095], [-0.449, -1.330, -0.022], [1.622, -0.264, -0.678], [0.931, -2.254, -1.316], [-0.083, -0.896, -1.932], [-0.124, -1.974, 0.663], [1.933, -0.486, 0.368], [2.531, -0.389, -1.317], [1.389, 0.763, -0.772], [-1.345, 2.002, 0.783], [-0.631, 0.981, 1.016], [-2.335, 1.818, 0.411], [-0.981, 3.013, 1.008], [0.293, 1.172, 1.359], [-0.620, -0.010, 0.531]],
  "de_lowest_kcal_mol": 31.6,
  "largest_force_ha_per_bohr": 0.0486,
  "total_energy_ev": -6802.94204,
  "orbital_gap_ev": 10.865,
  "total_charge": 1
}

# 3
{
  "formula": "C3H10NO",
  "method": "wB97M-V/def2-TZVPD",
  "species": ["C", "C", "C", "N", "O", "H", "H", "H", "H", "H", "H", "H", "H", "H", "H"],
  "coordinates": [[-0.230, -1.625, -0.478], [-0.152, 0.818, -0.899], [1.004, 1.230, 0.832], [-0.944, -0.365, -0.405], [0.143, 0.805, 1.750], [0.736, -1.511, 0.120], [-0.754, -2.358, 0.006], [0.131, -1.853, -1.488], [0.557, 0.650, -1.814], [-0.894, 1.731, -0.976], [1.923, 0.684, 0.672], [0.931, 2.271, 0.656], [-1.900, -0.384, -0.724], [-0.944, -0.065, 0.551], [0.393, -0.028, 2.196]],
  "de_lowest_kcal_mol": 66.9,
  "largest_force_ha_per_bohr": 0.0917,
  "total_energy_ev": -6801.40962,
  "orbital_gap_ev": 10.702,
  "total_charge": 1
}

# 4
{
  "formula": "C3H10NO",
  "method": "wB97M-V/def2-TZVPD",
  "species": ["C", "C", "C", "O", "N", "H", "H", "H", "H", "H", "H", "H", "H", "H", "H"],
  "coordinates": [[0.094, -0.892, 0.679], [0.160, -0.280, -0.761], [-1.191, -0.052, -1.397], [0.800, 0.967, -0.574], [0.159, 0.168, 1.806], [-0.776, -1.574, 0.954], [1.037, -1.524, 0.969], [0.795, -1.123, -1.338], [-2.073, 0.152, -0.661], [-1.523, -1.017, -1.978], [-1.199, 0.785, -2.174], [1.247, 1.288, -1.330], [0.676, -0.167, 2.537], [-0.738, 0.575, 2.238], [0.656, 1.036, 1.607]],
  "s_squared": 0.7544,
  "de_lowest_kcal_mol": 95.9,
  "largest_force_ha_per_bohr": 0.0975,
  "total_energy_ev": -6787.82997,
  "orbital_gap_ev": [14.244, 6.862],
  "spin_multiplicity": 2,
  "total_charge": 2
}

# 5
{
  "formula": "C3H10NO",
  "method": "wB97M-V/def2-TZVPD",
  "species": ["C", "O", "H", "H", "H", "H", "C", "C", "N", "H", "H", "H", "H", "H", "H"],
  "coordinates": [[1.800, 1.258, 0.225], [0.764, 1.232, 1.133], [1.900, 0.295, -0.326], [2.747, 1.271, 0.814], [1.846, 1.998, -0.572], [0.160, 1.993, 0.955], [-1.532, -0.957, 0.045], [-1.910, -0.025, -0.840], [-0.160, -1.460, 0.105], [-2.218, -1.566, 0.620], [-1.138, 0.524, -1.378], [-2.932, 0.125, -1.164], [0.098, -1.821, 1.033], [0.506, -0.685, -0.058], [0.068, -2.182, -0.594]],
  "s_squared": 0.7551,
  "de_lowest_kcal_mol": 100.4,
  "largest_force_ha_per_bohr": 0.0303,
  "total_energy_ev": -6787.63437,
  "orbital_gap_ev": [12.122, 4.580],
  "spin_multiplicity": 2,
  "total_charge": 2
}

# 6
{
  "formula": "C3H10NO2",
  "method": "wB97M-V/def2-TZVPD",
  "species": ["C", "O", "C", "C", "N", "H", "H", "H", "H", "H", "H", "H", "H", "H", "H", "O"],
  "coordinates": [[0.374, 0.408, -0.307], [0.294, 1.441, 0.607], [-0.294, -0.840, 0.378], [-0.514, -2.000, -0.664], [0.586, -1.285, 1.452], [1.433, 0.226, -0.553], [-0.140, 0.645, -1.272], [-1.236, -0.453, 0.746], [-1.415, -2.540, -0.410], [-0.601, -1.425, -1.602], [0.422, -2.557, -0.718], [1.531, -0.993, 1.260], [0.307, -1.048, 2.390], [-0.273, 2.904, -0.941], [-0.044, 3.715, 0.255], [-0.430, 3.801, -0.621]],
  "de_lowest_kcal_mol": 21.0,
  "largest_force_ha_per_bohr": 0.0503,
  "total_energy_ev": -8857.88277,
  "orbital_gap_ev": 7.090,
  "total_charge": -1
}

# 7
{
  "formula": "C3H10NO2",
  "method": "wB97M-V/def2-TZVPD",
  "species": ["C", "N", "C", "C", "O", "H", "H", "H", "H", "H", "H", "H", "H", "H", "H", "O"],
  "coordinates": [[-0.935, -0.175, 1.697], [-0.343, -0.610, 0.407], [0.490, 0.511, -0.127], [-0.320, 1.520, -0.967], [-0.898, 2.449, -0.188], [-1.802, -0.810, 1.919], [-1.308, 0.852, 1.650], [-0.209, -0.264, 2.503], [-1.145, -0.699, -0.206], [1.367, 0.032, -0.605], [0.974, 1.092, 0.657], [-0.984, 0.955, -1.691], [0.388, 1.971, -1.750], [1.551, -2.051, -1.842], [1.356, -2.181, -0.362], [1.818, -2.592, -1.096]],
  "de_lowest_kcal_mol": 29.5,
  "largest_force_ha_per_bohr": 0.0266,
  "total_energy_ev": -8857.51292,
  "orbital_gap_ev": 6.707,
  "total_charge": -1
}

# 8
{
  "formula": "C3H10NO2",
  "method": "wB97M-V/def2-TZVPD",
  "species": ["C", "C", "C", "N", "O", "O", "H", "H", "H", "H", "H", "H", "H", "H", "H", "H"],
  "coordinates": [[-0.825, 0.653, -1.242], [-0.034, -2.016, 0.594], [0.025, 0.414, 0.067], [1.192, 1.373, 0.096], [-0.751, 0.529, 1.121], [0.683, -0.881, 0.030], [-1.438, -0.231, -1.358], [-1.392, 1.599, -1.089], [-0.169, 0.951, -2.033], [-0.230, -1.907, 1.614], [0.628, -2.888, 0.234], [-1.010, -2.042, 0.006], [2.060, 0.767, 0.091], [1.276, 1.908, 1.062], [1.123, 2.080, -0.594], [-1.139, -0.309, 1.401]],
  "de_lowest_kcal_mol": 45.8,
  "largest_force_ha_per_bohr": 0.0889,
  "total_energy_ev": -8850.35643,
  "orbital_gap_ev": 11.407,
  "total_charge": 1
}

# 9
{
  "formula": "C3H10NO2",
  "method": "wB97M-V/def2-TZVPD",
  "species": ["C", "C", "C", "N", "O", "O", "H", "H", "H", "H", "H", "H", "H", "H", "H", "H"],
  "coordinates": [[-0.359, -0.692, -1.059], [1.905, 0.088, 0.605], [-0.311, 0.585, -0.314], [0.716, 0.886, 0.428], [-2.315, -0.325, 0.845], [-1.197, 1.525, -0.455], [-0.129, -1.529, -0.404], [-1.332, -0.854, -1.513], [0.394, -0.676, -1.851], [2.697, 0.716, 1.003], [1.725, -0.729, 1.306], [2.235, -0.333, -0.345], [-2.840, -1.136, 0.816], [0.688, 1.790, 0.892], [-2.498, 0.067, 1.705], [-2.038, 1.216, -0.833]],
  "de_lowest_kcal_mol": 4.4,
  "largest_force_ha_per_bohr": 0.0173,
  "total_energy_ev": -8852.14907,
  "orbital_gap_ev": 12.473,
  "total_charge": 1
}

# 10
{
  "formula": "C3H10NO2",
  "method": "wB97M-V/def2-TZVPD",
  "species": ["C", "C", "C", "N", "O", "O", "H", "H", "H", "H", "H", "H", "H", "H", "H", "H"],
  "coordinates": [[-0.782, 1.419, -0.199], [1.654, -0.436, 0.276], [-0.854, -0.026, 0.223], [0.416, -0.848, -0.378], [-2.102, -0.827, -0.463], [-0.730, -0.379, 1.473], [-1.763, 1.779, -0.289], [-0.373, 1.917, 0.559], [-0.264, 1.662, -1.067], [2.567, -1.034, -0.205], [1.912, 0.683, 0.030], [1.489, -0.715, 1.265], [0.365, -0.732, -1.428], [0.067, -1.846, -0.261], [-2.586, -0.165, -1.054], [-0.974, -1.247, 1.755]],
  "s_squared": 2.0049,
  "de_lowest_kcal_mol": 74.2,
  "largest_force_ha_per_bohr": 0.1633,
  "total_energy_ev": -8842.73957,
  "orbital_gap_ev": [5.340, 7.806],
  "spin_multiplicity": 3,
  "total_charge": 1
}

# 11
{
  "formula": "C3H10NO2P",
  "method": "wB97M-V/def2-TZVPD",
  "species": ["C", "C", "C", "N", "O", "O", "P", "H", "H", "H", "H", "H", "H", "H", "H", "H", "H"],
  "coordinates": [[0.626, 1.153, 0.505], [0.291, -1.427, 0.438], [-0.189, -0.061, -0.025], [-0.211, -0.104, -1.470], [-2.585, -1.190, 0.045], [-2.619, 1.413, -0.332], [-1.926, 0.053, 0.408], [0.192, 2.063, 0.274], [1.619, 1.101, 0.123], [0.679, 0.858, 1.669], [1.317, -1.585, -0.034], [-0.347, -2.257, 0.138], [0.522, -1.472, 1.525], [-0.668, -0.965, -1.735], [-0.768, 0.639, -1.808], [-3.484, 1.361, -0.438], [-2.036, 0.407, 1.790]],
  "de_lowest_kcal_mol": 50.0,
  "largest_force_ha_per_bohr": 0.1590,
  "total_energy_ev": -18147.72503,
  "orbital_gap_ev": 10.322
}

# 12
{
  "formula": "C3H10NO2PS",
  "method": "wB97M-V/def2-TZVPD",
  "species": ["C", "C", "C", "N", "O", "O", "P", "S", "H", "H", "H", "H", "H", "H", "H", "H", "H", "H"],
  "coordinates": [[1.084, 0.500, -1.318], [1.509, 1.070, 0.873], [1.381, -0.233, -0.023], [-2.401, -1.311, 1.202], [-1.850, -1.069, -1.271], [0.522, -1.210, 0.303], [-2.041, -0.181, 0.021], [-2.881, 1.539, -0.072], [0.068, 0.531, -1.388], [1.540, 1.502, -1.357], [1.326, -0.064, -2.204], [0.583, 1.549, 0.508], [2.326, 1.568, 0.597], [1.614, 0.889, 2.020], [2.368, -0.633, 0.119], [-2.442, -0.926, 2.130], [-1.740, -2.086, 1.208], [-0.966, -1.435, -1.350]],
  "de_lowest_kcal_mol": 77.2,
  "largest_force_ha_per_bohr": 0.1182,
  "total_energy_ev": -28980.29078,
  "orbital_gap_ev": [6.485, 6.483]
}

# 13
{
  "formula": "C3H10NO2Si",
  "method": "wB97M-V/def2-TZVPD",
  "species": ["C", "C", "C", "N", "O", "O", "Si", "H", "H", "H", "H", "H", "H", "H", "H", "H", "H"],
  "coordinates": [[-1.351, 0.097, 0.759], [-1.999, -1.038, 0.981], [1.277, 0.877, -0.982], [0.103, 1.700, -1.390], [0.503, -1.996, -0.392], [1.710, -0.404, 1.475], [0.794, -0.574, 0.188], [-1.605, 0.751, -0.004], [-0.969, 0.579, 1.668], [-2.612, -1.529, 0.222], [2.070, 1.480, -0.294], [1.685, 0.455, -1.986], [-2.180, -1.759, 1.796], [0.413, 2.227, -2.185], [-0.351, 2.260, -0.684], [0.459, -2.261, -1.337], [2.053, -0.865, 2.165]],
  "de_lowest_kcal_mol": 55.6,
  "largest_force_ha_per_bohr": 0.0783,
  "total_energy_ev": -16729.30572,
  "orbital_gap_ev": 8.223,
  "total_charge": 1
}

# 14
{
  "formula": "C3H10NO2Si",
  "method": "wB97M-V/def2-TZVPD",
  "species": ["C", "C", "C", "N", "O", "O", "Si", "H", "H", "H", "H", "H", "H", "H", "H", "H", "H"],
  "coordinates": [[1.959, -0.285, 1.347], [1.639, 0.588, 0.225], [0.466, 1.488, 0.332], [-0.429, 1.269, 1.227], [1.156, -0.466, 2.196], [-1.248, -0.070, -1.602], [-1.785, -1.529, -1.003], [2.992, -0.748, 1.084], [2.491, 1.004, -0.283], [1.327, -0.142, -0.561], [0.121, 2.275, -0.419], [-1.411, 1.675, 0.926], [-1.249, -0.102, -2.578], [-0.192, 0.524, 2.004], [-1.285, -1.283, 0.309], [-3.155, -1.451, -1.411], [-1.398, -2.747, -1.791]],
  "de_lowest_kcal_mol": 91.7,
  "largest_force_ha_per_bohr": 0.0614,
  "total_energy_ev": -16727.74170,
  "orbital_gap_ev": 9.636,
  "total_charge": 1
}

# 15
{
  "formula": "C3H10NO3",
  "method": "wB97M-V/def2-TZVPD",
  "species": ["N", "C", "C", "O", "C", "O", "H", "H", "H", "H", "H", "H", "H", "H", "H", "H", "O"],
  "coordinates": [[0.227, -1.337, 0.446], [0.272, -0.176, -0.447], [1.430, 0.726, -0.207], [2.716, 0.108, -0.414], [-1.073, 0.673, -0.488], [-1.106, 1.502, -1.512], [-0.264, -2.125, 0.055], [1.148, -1.658, 0.700], [0.288, -0.451, -1.511], [1.305, 1.534, -0.924], [1.405, 1.156, 0.792], [2.573, -0.704, -0.908], [-1.859, -0.114, -0.412], [-1.032, 1.209, 0.513], [-2.298, -0.168, 1.889], [-1.275, -1.243, 1.767], [-2.150, -1.091, 2.172]],
  "de_lowest_kcal_mol": 12.2,
  "largest_force_ha_per_bohr": 0.0279,
  "total_energy_ev": -10905.45269,
  "orbital_gap_ev": 6.439,
  "total_charge": -1
}

# 16
{
  "formula": "C3H10NO3S",
  "method": "wB97M-V/def2-TZVPD",
  "species": ["O", "C", "C", "C", "S", "N", "H", "H", "H", "H", "H", "H", "H", "H", "O", "H", "H", "O"],
  "coordinates": [[0.987, 0.823, -0.683], [0.777, -0.304, -1.129], [-0.648, -0.822, -1.315], [-1.018, -1.618, -0.067], [0.618, -1.979, 0.737], [-1.525, 0.261, -1.748], [1.562, -0.755, -1.754], [-0.660, -1.550, -2.111], [-1.615, -1.085, 0.667], [-1.406, -2.595, -0.334], [-1.398, 1.081, -1.156], [-2.478, -0.039, -1.572], [0.297, 0.649, 2.541], [0.948, 0.975, 1.281], [0.905, 1.319, 2.198], [0.222, 2.788, -0.079], [-0.261, 3.244, 1.239], [-0.536, 3.208, 0.314]],
  "de_lowest_kcal_mol": 34.9,
  "largest_force_ha_per_bohr": 0.0271,
  "total_energy_ev": -21742.01670,
  "orbital_gap_ev": 7.261,
  "total_charge": -1
}

# 17
{
  "formula": "C3H10NO4",
  "method": "wB97M-V/def2-TZVPD",
  "species": ["O", "C", "C", "N", "C", "O", "H", "H", "H", "H", "H", "H", "H", "H", "O", "H", "H", "O"],
  "coordinates": [[1.144, -0.084, 3.256], [0.487, -0.037, 2.240], [1.106, -0.061, 0.872], [0.729, -1.295, 0.180], [-0.663, -1.173, -0.449], [-0.928, 0.003, -1.044], [-0.607, 0.030, 2.297], [2.186, 0.097, 0.956], [0.766, 0.794, 0.290], [1.415, -1.490, -0.535], [-1.287, -1.320, 0.449], [-0.701, -2.015, -1.159], [-0.013, 0.705, -2.498], [1.359, 0.016, -2.589], [0.849, 0.726, -2.986], [-1.649, 1.014, -0.044], [-2.191, 2.435, 0.108], [-2.002, 1.658, 0.655]],
  "de_lowest_kcal_mol": 56.7,
  "largest_force_ha_per_bohr": 0.0218,
  "total_energy_ev": -12953.85577,
  "orbital_gap_ev": 8.377,
  "total_charge": -1
}

# 18
{
  "formula": "C3H10NOPS",
  "method": "wB97M-V/def2-TZVPD",
  "species": ["C", "C", "C", "N", "O", "P", "S", "H", "H", "H", "H", "H", "H", "H", "H", "H", "H"],
  "coordinates": [[2.285, -0.785, 0.019], [-1.149, 0.346, 1.981], [-1.366, 0.454, -2.201], [1.114, -0.708, 0.889], [0.359, 1.689, -0.282], [-0.167, 0.223, 0.428], [-1.430, -0.816, -0.909], [2.144, 0.152, -0.435], [3.161, -0.751, 0.621], [2.211, -1.584, -0.673], [-2.147, 0.664, 1.736], [-0.916, -0.559, 2.482], [-0.827, 1.203, 2.542], [-2.302, 0.845, -2.268], [-1.055, -0.112, -3.229], [-0.622, 1.239, -1.911], [0.706, -1.498, 1.211]],
  "de_lowest_kcal_mol": 45.9,
  "largest_force_ha_per_bohr": 0.1363,
  "total_energy_ev": -26934.50362,
  "orbital_gap_ev": 9.877
}

# 19
{
  "formula": "C3H10NOS",
  "method": "wB97M-V/def2-TZVPD",
  "species": ["C", "C", "S", "C", "N", "H", "H", "H", "H", "H", "H", "H", "H", "H", "H", "O"],
  "coordinates": [[-0.916, -1.300, 0.495], [0.428, -0.762, 0.121], [0.308, 0.832, -0.874], [-1.614, -0.633, 1.700], [-2.810, 0.206, 1.363], [-1.676, -1.262, -0.294], [-0.881, -2.382, 0.730], [0.949, -0.472, 1.035], [1.097, -1.408, -0.445], [-1.828, -1.391, 2.451], [-0.897, -0.004, 2.246], [-3.154, -0.295, 0.537], [-2.358, 0.982, 0.865], [3.185, 0.637, -0.831], [3.054, 0.525, -2.251], [3.736, 0.650, -1.607]],
  "de_lowest_kcal_mol": 14.8,
  "largest_force_ha_per_bohr": 0.0389,
  "total_energy_ev": -17646.80057,
  "orbital_gap_ev": 6.983,
  "total_charge": -1
}

# 20
{
  "formula": "C3H10NOS",
  "method": "wB97M-V/def2-TZVPD",
  "species": ["C", "C", "S", "C", "N", "H", "H", "H", "H", "H", "H", "H", "H", "H", "H", "O"],
  "coordinates": [[0.529, 0.291, -0.145], [-0.712, 0.239, -1.072], [-1.973, -0.924, -0.490], [1.385, -0.954, -0.321], [2.552, -1.073, 0.543], [0.198, 0.445, 0.882], [1.153, 1.129, -0.475], [-0.275, 0.079, -2.069], [-1.126, 1.251, -1.040], [1.720, -0.942, -1.363], [0.823, -1.885, -0.279], [3.100, -0.228, 0.626], [2.312, -1.398, 1.465], [-2.951, 0.590, 1.139], [-3.353, 2.050, 0.985], [-3.381, 1.331, 1.616]],
  "de_lowest_kcal_mol": 6.8,
  "largest_force_ha_per_bohr": 0.0244,
  "total_energy_ev": -17647.14560,
  "orbital_gap_ev": 6.855,
  "total_charge": -1
}